Entry 1:
{
  "formula": "C19H26N13O4PdS",
  "method": "ωB97M-V/def2-TZVPD",
  "elements": ["Pd", "C", "N", "C", "C", "C", "C", "C", "C", "C", "C", "H", "H", "H", "H", "H", "H", "H", "H", "H", "H", "H", "H", "N", "C", "N", "N", "N", "N", "C", "N", "N", "N", "N", "H", "C", "C", "S", "O", "O", "C", "C", "N", "C", "N", "C", "C", "N", "O", "O", "C", "H", "H", "H", "H", "H", "H", "H", "H", "H", "H", "H", "H", "H"],
  "coordinates": [[0.42524, 0.16129, -1.79218], [3.44681, -0.68074, -1.28386], [2.64049, 0.28703, -2.02863], [2.81191, 0.06995, -3.46954], [3.05183, 1.65088, -1.67686], [1.96693, 2.66345, -1.96113], [2.30729, 4.00108, -2.14717], [1.31710, 4.95717, -2.30103], [-0.01328, 4.56608, -2.28291], [-0.35371, 3.22459, -2.12094], [0.62781, 2.24651, -1.95433], [4.52034, -0.53658, -1.47629], [3.16741, -1.68783, -1.58598], [3.26555, -0.55409, -0.21512], [3.86464, 0.20137, -3.76250], [2.20658, 0.78899, -4.02263], [2.50214, -0.94185, -3.72143], [3.98113, 1.91575, -2.20149], [3.26744, 1.67117, -0.60355], [3.35433, 4.29590, -2.16634], [1.58293, 6.00026, -2.42957], [-0.79531, 5.31037, -2.39253], [-1.39544, 2.94021, -2.10670], [-1.99237, -2.46126, -1.72796], [-2.42395, -1.15932, -1.60361], [-3.68585, -0.86992, -1.31962], [-3.71936, 0.46946, -1.25587], [-2.54840, 0.95323, -1.48450], [-1.67741, -0.04934, -1.72234], [-0.73143, -2.84008, -2.11256], [-0.36939, -4.10719, -2.28141], [0.93509, -4.04904, -2.57425], [1.33624, -2.82320, -2.57656], [0.29597, -2.00391, -2.28885], [-2.71227, -3.16118, -1.73841], [-4.59628, -0.36948, 2.04430], [-3.59149, -1.47291, 2.33455], [-2.47374, -0.92958, 3.64862], [-3.09143, -1.19890, 4.92438], [-2.04695, 0.41144, 3.36384], [-1.05738, -2.07317, 3.49435], [0.28463, -1.36718, 3.69023], [0.57142, -0.46984, 2.57378], [0.56150, -0.86816, 1.28287], [0.58229, 0.16938, 0.46376], [0.64339, 1.28458, 1.21888], [0.64886, 0.92396, 2.54370], [0.82554, 1.78102, 3.63448], [0.84351, 2.97053, 3.40352], [0.95584, 1.32813, 4.76300], [0.58527, -2.28963, 0.85044], [-5.33736, -0.71891, 1.32856], [-4.08515, 0.49250, 1.61955], [-5.09841, -0.05904, 2.96155], [-2.97574, -1.68700, 1.45903], [-4.05246, -2.38722, 2.70690], [-1.12221, -2.52677, 2.50707], [-1.22428, -2.82781, 4.25964], [1.07804, -2.11325, 3.75733], [0.28442, -0.77284, 4.59376], [0.64392, 2.27623, 0.79620], [0.97519, -2.94286, 1.63068], [1.22126, -2.37415, -0.02855], [-0.40923, -2.63825, 0.56224]],
  "e_above_lowest_kj_mol": 50.1,
  "multiplicity": 3,
  "largest_force_ev_per_a": 1.613,
  "energy_ev": -61998.02602,
  "gap_ev": [5.2, 6.8],
  "total_charge": -1
}

***

Entry 2:
{
  "formula": "C19H26N2O2",
  "method": "ωB97M-V/def2-TZVPD",
  "elements": ["C", "C", "C", "C", "N", "C", "O", "C", "C", "C", "C", "O", "N", "C", "C", "C", "C", "C", "C", "C", "C", "C", "C", "H", "H", "H", "H", "H", "H", "H", "H", "H", "H", "H", "H", "H", "H", "H", "H", "H", "H", "H", "H", "H", "H", "H", "H", "H", "H"],
  "coordinates": [[-5.20137, -1.03046, 0.05378], [-4.35183, -0.01926, -0.02171], [-4.19609, 0.83341, -1.24197], [-3.45420, 0.35162, 1.13116], [-2.05746, 0.30226, 0.75063], [-1.27864, 1.40091, 0.67276], [-1.64669, 2.50770, 1.00819], [0.10684, 1.11865, 0.10738], [0.17633, 1.58314, -1.35615], [1.57871, 2.08830, -1.72196], [2.69559, 1.42280, -0.94255], [3.71311, 1.00310, -1.46200], [2.48050, 1.39905, 0.39111], [3.49359, 0.89782, 1.29137], [3.21463, -0.49747, 1.85953], [3.27309, -1.61637, 0.80551], [1.94897, -1.90137, 0.15488], [0.88693, -2.38775, 0.91222], [-0.34007, -2.65013, 0.32762], [-0.52175, -2.43897, -1.03103], [0.53527, -1.97566, -1.79687], [1.76074, -1.70939, -1.20865], [1.20238, 1.82520, 0.90892], [-5.85077, -1.28891, -0.76511], [-5.29370, -1.63270, 0.94189], [-3.19470, 0.71951, -1.65727], [-4.32213, 1.88301, -0.98123], [-4.92304, 0.56482, -2.00315], [-3.64599, 1.38352, 1.44203], [-3.62654, -0.31630, 1.98102], [-1.70473, -0.58403, 0.41894], [0.30930, 0.04788, 0.15661], [-0.54163, 2.39059, -1.51600], [-0.09922, 0.75194, -2.00697], [1.64912, 3.15766, -1.50585], [1.77383, 1.95035, -2.78530], [3.59863, 1.60825, 2.11904], [4.42736, 0.87764, 0.72369], [3.97610, -0.68561, 2.61903], [2.24274, -0.50647, 2.35780], [4.00363, -1.34875, 0.04168], [3.61373, -2.53391, 1.29340], [1.02306, -2.56776, 1.96949], [-1.15236, -3.03336, 0.92985], [-1.47864, -2.64548, -1.48911], [0.40603, -1.82556, -2.85894], [2.57733, -1.33969, -1.80995], [1.13725, 1.55496, 1.96397], [1.07674, 2.91123, 0.82827]],
  "e_above_lowest_kj_mol": 80.0,
  "largest_force_ev_per_a": 0.744,
  "energy_ev": -27201.41767,
  "smiles": "C=C(C)CNC(=O)[C@H]1CCC(=O)N(CCCc2ccccc2)C1",
  "gap_ev": 9.7,
  "total_charge": 0
}

***

Entry 3:
{
  "formula": "C19H26N2O6S",
  "method": "ωB97M-V/def2-TZVPD",
  "elements": ["O", "C", "O", "C", "C", "O", "N", "C", "C", "C", "C", "C", "C", "C", "C", "C", "C", "S", "O", "O", "N", "C", "C", "O", "C", "C", "C", "C", "H", "H", "H", "H", "H", "H", "H", "H", "H", "H", "H", "H", "H", "H", "H", "H", "H", "H", "H", "H", "H", "H", "H", "H", "H", "H"],
  "coordinates": [[1.93028, -0.97887, 0.08903], [1.29278, -0.53751, 1.01457], [0.92865, -1.27185, 2.07348], [1.15352, -2.66122, 1.92305], [0.24884, -3.17296, 0.78571], [-0.65742, -2.47711, 0.37486], [0.50707, -4.40820, 0.31923], [1.62388, -5.23112, 0.72018], [2.95027, -4.89145, 0.00778], [2.76931, -4.16024, -1.32356], [1.82428, -4.86506, -2.30203], [0.36963, -4.42305, -2.14818], [-0.25962, -4.86313, -0.82744], [0.86382, 0.87990, 1.12831], [1.37612, 1.79939, 0.21478], [0.98325, 3.12383, 0.27553], [0.08158, 3.51372, 1.24836], [-0.51768, 5.20509, 1.25670], [-1.01756, 5.51772, 2.56125], [0.46724, 6.05480, 0.65911], [-1.82708, 5.17954, 0.22713], [-1.54373, 4.97693, -1.17448], [-2.78468, 5.38829, -1.97196], [-3.91675, 4.66234, -1.55284], [-4.17927, 4.87014, -0.18455], [-2.98574, 4.44227, 0.67440], [-0.43713, 2.61251, 2.15936], [-0.04248, 1.28749, 2.10433], [2.20704, -2.83969, 1.69329], [0.87816, -3.11856, 2.87501], [1.34599, -6.26201, 0.48714], [1.75312, -5.16992, 1.80367], [3.49291, -5.82381, -0.16055], [3.57492, -4.26897, 0.65116], [3.75772, -4.07061, -1.77889], [2.40796, -3.14694, -1.13874], [1.90126, -5.94823, -2.18063], [2.13665, -4.62858, -3.32112], [-0.22786, -4.83409, -2.96420], [0.31995, -3.33455, -2.20787], [-1.26073, -4.43399, -0.74393], [-0.33366, -5.95253, -0.78084], [2.07597, 1.45483, -0.53130], [1.37338, 3.86593, -0.40290], [-1.31086, 3.92038, -1.38198], [-0.68826, 5.60148, -1.42933], [-2.95818, 6.46536, -1.83596], [-2.65489, 5.16642, -3.03218], [-4.39122, 5.93314, -0.00064], [-5.06045, 4.27188, 0.05149], [-2.82952, 3.35708, 0.56721], [-3.14753, 4.69081, 1.72268], [-1.12825, 2.96901, 2.90681], [-0.43502, 0.56396, 2.80051]],
  "e_above_lowest_kj_mol": 165.6,
  "largest_force_ev_per_a": 1.022,
  "energy_ev": -46225.61532,
  "smiles": "O=C(OCC(=O)N1CCCCCC1)c1ccc(S(=O)(=O)N2CCOCC2)cc1",
  "gap_ev": 9.4,
  "total_charge": 0
}